Entry 1:
ORCA calculation (the ωB97M-V functional and the def2-TZVPD basis) on an isolated ion of composition C4H6NO and charge +1 in a non-equilibrium geometry.

**LUMO**: -0.1734 hartree
**Spin multiplicity**: 1
**DFT total energy**: -285.55028 Ha
**Net charge**: +1
**SMILES**: C1=C2O[C@@H]2[NH2+]C1

```
12
Properties=species:S:1:pos:R:3:nbo_charge:R:1
O -1.652 -0.722 -1.860 -0.354
N -0.597 -0.339 0.497 -0.542
C 0.214 0.889 -1.341 -0.221
C 0.588 0.515 0.151 -0.260
C -0.411 -0.166 -1.830 0.301
C -0.822 -1.274 -0.907 0.145
H 1.521 -0.111 0.200 0.253
H -1.453 0.161 0.443 0.437
H -0.687 -2.347 -1.023 0.263
H 0.797 1.496 0.756 0.281
H -0.639 -1.058 1.206 0.453
H 0.508 1.780 -1.665 0.243
```

---

Entry 2:
ORCA calculation (the ωB97M-V functional and the def2-TZVPD basis) on a 5-piece molecular cluster, C7H22NO4 overall in a non-equilibrium geometry.

**LUMO**: -0.0984 hartree
**Spin multiplicity**: 1
**DFT total energy**: -635.32681 Ha
**Net charge**: +1

```
34
Properties=species:S:1:pos:R:3:nbo_charge:R:1
O -1.076 1.760 0.213 -1.019
O -3.466 0.312 1.714 -0.962
O -3.023 2.123 -1.355 -0.955
O -0.202 -2.007 -2.544 -0.948
N -0.857 -1.058 0.918 -0.699
C 1.692 0.028 -1.005 -0.194
C 0.483 -0.804 1.632 -0.047
C 2.614 0.809 -1.879 -0.217
C 0.280 -0.930 3.108 -0.674
C 1.562 -1.655 0.824 -0.445
C 3.091 2.015 -1.592 -0.364
C 2.264 -0.963 -0.282 -0.199
H -0.968 -1.944 0.429 0.434
H -1.533 -1.084 1.682 0.448
H 2.121 -2.241 1.554 0.243
H -1.029 -0.260 0.276 0.476
H -1.939 1.682 -0.296 0.504
H -0.274 -1.837 3.348 0.215
H 0.736 0.380 -0.690 0.190
H -1.067 2.642 0.598 0.488
H -3.712 1.561 -1.725 0.496
H 3.229 -1.368 -0.598 0.220
H -0.818 -1.730 -3.239 0.475
H 1.161 -1.049 3.803 0.268
H -3.600 1.265 1.809 0.484
H -3.173 2.994 -1.766 0.506
H 2.540 2.703 -0.971 0.200
H 3.161 0.047 -2.441 0.203
H 0.775 0.220 1.350 0.247
H 4.038 2.257 -2.068 0.216
H -4.160 0.014 2.321 0.482
H 0.092 -2.843 -2.928 0.478
H 1.008 -2.510 0.400 0.205
H -0.227 -0.104 3.622 0.245
```

---

Entry 3:
ORCA calculation (the ωB97M-V functional and the def2-TZVPD basis) on C24H32BN11O2Pt as an isolated structure.

**LUMO**: 0.0048 hartree
**Spin multiplicity**: 1
**DFT total energy**: -1830.91604 Ha
**Net charge**: 0

```
71
Properties=species:S:1:pos:R:3:mulliken_charge:R:1
Pt 0.814 -0.398 -0.049 0.957
O 3.843 0.066 -0.808 -0.654
O -0.054 2.472 -0.961 -0.576
N -1.281 0.689 1.035 0.229
N 1.859 1.227 -0.761 -0.071
N -0.140 -2.127 0.411 -0.764
N 1.866 3.456 -1.595 0.242
N -1.495 -2.168 0.308 1.053
N 1.669 -0.204 1.866 0.683
N 3.093 -0.754 4.182 -0.633
N 4.883 0.470 3.368 -0.483
N -2.411 0.201 0.484 0.755
N -1.501 -0.736 -1.743 1.284
N -0.139 -0.646 -1.785 -0.262
C 1.734 -3.583 1.066 -1.439
C 1.664 -0.451 -3.470 -1.478
C 1.153 2.366 -1.083 0.121
C 3.216 3.411 -1.756 0.012
C -3.437 -0.686 -3.302 -1.297
C 2.889 0.264 2.040 0.024
C 1.097 4.655 -1.895 -0.945
C 0.233 -0.507 -3.056 0.865
C 3.230 1.110 -1.014 0.597
C 3.617 -0.030 3.208 0.155
C -1.929 -3.367 0.731 0.867
C -4.862 0.698 0.318 -1.277
C -0.832 -4.108 1.130 -1.339
C -3.472 0.985 0.786 0.830
C -3.001 2.010 1.580 -1.578
C -1.614 1.777 1.701 0.657
C 1.836 -1.168 4.011 -0.618
C -1.977 -0.641 -2.994 0.882
C 3.918 2.304 -1.490 -1.217
C 0.280 -3.291 0.897 0.816
C -0.590 2.572 2.444 -1.194
C 1.116 -0.917 2.868 -0.490
C -3.374 -3.743 0.741 -1.410
C -0.911 -0.484 -3.857 -1.436
B -2.287 -1.033 -0.418 -1.456
H 5.403 0.072 4.132 0.273
H 1.749 5.364 -2.400 0.328
H 1.997 -4.500 0.538 0.440
H -3.390 -1.423 -0.681 -0.171
H -3.576 2.823 1.996 0.452
H -5.184 -0.304 0.604 0.224
H 1.866 -1.225 -4.211 0.431
H 0.703 5.102 -0.982 0.287
H -0.393 2.149 3.433 0.235
H 0.094 -1.237 2.738 0.571
H -3.970 0.117 -2.792 0.126
H -5.548 1.417 0.761 0.377
H -0.835 -5.117 1.509 0.498
H -3.491 -4.718 1.209 0.385
H -3.967 -3.016 1.297 0.253
H 2.330 -2.766 0.658 0.111
H 3.309 0.883 1.269 0.269
H 1.906 0.514 -3.921 0.257
H 0.254 4.406 -2.534 0.290
H -0.955 -0.390 -4.929 0.491
H -0.929 3.599 2.580 0.379
H 1.995 -3.719 2.117 0.293
H 3.676 4.321 -2.121 0.323
H -3.780 -3.794 -0.270 0.256
H 2.315 -0.617 -2.617 0.222
H -3.885 -1.630 -2.991 0.254
H 5.411 0.676 2.537 0.254
H 0.348 2.591 1.888 0.068
H -3.584 -0.569 -4.374 0.384
H 1.391 -1.732 4.821 0.397
H 4.987 2.262 -1.635 0.464
H -4.951 0.773 -0.767 0.169
```

---

Entry 4:
ORCA calculation (the ωB97M-V functional and the def2-TZVPD basis) on a 8-piece molecular cluster, C15H47N7O8 overall in a non-equilibrium geometry.

**LUMO**: 0.0128 hartree
**Spin multiplicity**: 1
**DFT total energy**: -1584.82875 Ha
**Net charge**: 0
**SMILES**: COC[C@H](C)N.NC(N)=O.NC(N)=O.NC(N)=O.CCO.CCO.CCO.CCO

```
77
Properties=species:S:1:pos:R:3:mulliken_charge:R:1
O -6.547 2.286 -2.031 -0.390
O 4.680 -7.376 5.870 -0.534
O 2.552 -1.766 -6.935 -0.512
O 5.889 -6.460 -1.609 -0.626
O 0.992 0.032 1.007 -0.668
O 5.714 4.367 1.122 -0.681
O 0.517 6.156 -2.418 -0.508
O -2.240 1.843 6.577 -0.550
N 4.281 -6.776 -3.202 -0.401
N 1.016 -0.031 -1.165 -0.381
N 4.303 -8.001 -1.338 -0.374
N -7.796 -0.166 -2.020 -0.816
N 1.533 -1.877 -0.134 -0.442
N 6.944 5.307 2.775 -0.373
N 4.893 4.733 3.117 -0.400
C -2.242 3.242 6.907 -0.179
C -3.495 3.843 7.416 -0.941
C 0.407 7.376 -4.453 -1.014
C 1.619 -1.453 -7.942 -0.149
C -0.099 6.175 -3.667 -0.259
C 3.797 -7.047 6.961 -0.144
C 1.218 -0.560 -0.042 0.648
C -6.803 3.237 -0.917 -0.683
C 5.874 4.814 2.268 0.661
C 0.399 -2.343 -7.799 -1.052
C -6.805 0.146 -1.040 0.716
C -6.075 -1.044 -0.462 -1.510
C 2.308 -6.718 6.531 -0.967
C -5.796 1.122 -1.690 -0.737
C 4.880 -7.044 -1.983 0.587
H 1.913 -1.663 -8.971 0.215
H -8.708 -0.260 -1.597 0.256
H -1.163 6.232 -3.438 0.281
H -5.968 3.901 -0.691 0.281
H 0.510 8.258 -3.820 0.303
H 1.646 -2.292 0.779 0.229
H -5.432 0.635 -2.595 0.393
H -5.525 -1.634 -1.196 0.317
H -7.513 3.906 -1.404 0.250
H -3.966 3.174 8.135 0.290
H 0.554 -3.291 -8.314 0.270
H 0.215 -2.645 -6.769 0.306
H 4.767 -8.182 -0.459 0.238
H 4.099 -6.146 7.496 0.187
H -7.734 0.748 -2.446 0.354
H 5.322 -8.038 6.135 0.313
H -0.474 -1.969 -8.335 0.324
H 4.186 4.052 2.883 0.230
H 3.220 -1.080 -7.001 0.307
H 1.529 -6.789 7.289 0.320
H 3.824 -7.997 7.495 0.284
H 7.804 5.302 2.245 0.230
H -7.329 0.586 -0.192 0.185
H 1.369 -0.396 -7.852 0.292
H -4.179 4.235 6.664 0.286
H -1.656 1.594 5.857 0.307
H 4.525 -5.967 -3.756 0.199
H 0.675 -0.585 -1.937 0.199
H -7.237 2.833 -0.003 0.295
H 6.963 5.426 3.778 0.170
H -5.375 -0.732 0.313 0.361
H 3.395 -8.379 -1.566 0.201
H 1.721 -2.181 -1.079 0.194
H 1.345 7.209 -4.982 0.337
H -3.200 4.759 7.929 0.297
H -0.383 7.512 -5.192 0.303
H 1.008 0.979 -1.152 0.223
H 4.991 5.078 4.061 0.164
H -1.536 3.224 7.738 0.194
H 1.447 6.229 -2.646 0.316
H 2.089 -7.298 5.635 0.285
H -0.056 5.263 -4.262 0.239
H 3.652 -7.326 -3.769 0.175
H -6.745 -1.758 0.016 0.359
H 2.256 -5.657 6.288 0.256
H -1.835 3.779 6.050 0.296
H -4.928 1.337 -1.067 0.370
```

---

Entry 5:
ORCA calculation (the ωB97M-V functional and the def2-TZVPD basis) on C15H30NbO9 as an isolated structure in a non-equilibrium geometry.

**LUMO**: 0.0763 hartree
**Spin multiplicity**: 1
**DFT total energy**: -1323.39529 Ha
**Net charge**: -1

```
55
Properties=species:S:1:pos:R:3:nbo_charge:R:1
Nb 0.141 4.694 0.677 2.001
O 4.938 -1.228 -1.711 -0.484
O 4.245 -1.701 0.391 -0.559
O 2.346 2.583 1.621 -0.580
O -6.720 -3.042 2.455 -0.495
O -6.267 -1.655 4.184 -0.570
O -5.618 -1.120 2.084 -0.482
O -3.219 1.775 -1.011 -0.622
O -1.046 1.942 -0.170 -0.560
O 3.806 -3.127 -1.310 -0.492
C -2.420 1.721 -0.052 0.818
C -6.322 -4.233 0.384 -0.629
C 4.914 2.202 0.517 -0.632
C 4.226 -4.375 -3.342 -0.628
C 3.947 -3.018 -2.725 0.058
C -6.206 -1.912 3.019 0.966
C 5.086 -2.047 -2.863 -0.093
C 4.324 -1.988 -0.765 0.973
C 1.015 3.037 1.990 -0.639
C -0.733 3.216 -0.827 -0.657
C -3.039 1.321 1.365 -0.724
C 3.759 1.117 0.188 -0.426
C -5.481 -1.908 0.908 -0.099
C -6.605 -2.896 1.040 0.060
C 2.355 1.901 0.365 -0.074
H 0.085 2.979 -1.601 0.200
H 3.289 -4.918 -3.491 0.222
H -4.489 -2.372 0.910 0.187
H 0.922 5.921 1.814 -0.421
H 4.527 3.269 0.521 0.228
H 5.766 2.165 -0.246 0.186
H -1.603 3.670 -1.396 0.220
H 5.010 -1.450 -3.773 0.204
H -0.576 6.035 -0.363 -0.446
H -5.847 -4.110 -0.592 0.220
H 3.831 0.196 0.854 0.231
H 6.071 -2.523 -2.831 0.179
H 5.280 1.972 1.577 0.206
H 1.686 4.738 -0.278 -0.448
H 3.019 -2.601 -3.130 0.187
H -5.580 -1.289 0.014 0.215
H 0.259 2.177 2.121 0.179
H 1.543 1.111 0.251 0.169
H 4.842 -4.991 -2.682 0.227
H 1.116 3.494 3.042 0.206
H 2.305 2.610 -0.539 0.175
H -3.100 2.187 2.092 0.254
H -2.388 0.503 1.804 0.224
H -5.688 -4.857 1.017 0.228
H -4.094 0.928 1.170 0.224
H 4.719 -4.283 -4.312 0.215
H -7.255 -4.783 0.237 0.218
H -7.545 -2.479 0.662 0.181
H 3.887 0.762 -0.894 0.184
H -1.415 4.680 1.629 -0.484
```

---

Entry 6:
ORCA calculation (the ωB97M-V functional and the def2-TZVPD basis) on one molecule with the formula C4H7FO in a non-equilibrium geometry.

**LUMO**: 0.0266 hartree
**Spin multiplicity**: 1
**DFT total energy**: -331.66301 Ha
**Net charge**: 0
**SMILES**: C=C(CO)CF

```
13
Properties=species:S:1:pos:R:3:nbo_charge:R:1
F 2.153 -0.643 -0.029 -0.356
O -1.967 -0.841 -0.174 -0.709
C -1.482 0.390 0.216 -0.091
C 0.052 0.489 0.101 -0.039
C 0.665 1.642 -0.144 -0.418
C 0.798 -0.842 0.062 0.019
H -2.832 -0.644 -0.491 0.474
H -1.735 0.579 1.230 0.165
H 0.052 2.538 -0.246 0.200
H 0.326 -1.368 -0.828 0.192
H 1.740 1.628 -0.091 0.220
H 0.603 -1.502 0.961 0.176
H -1.989 1.210 -0.296 0.168
```

---

no.,frontier orbital gap (eV)
1,9.62
2,8.60
3,7.49
4,9.52
5,6.35
6,10.23